Here is C46H122BeN2O17 as an isolated structure from the OMol25 dataset. Energies are from ωB97M-V with the def2-TZVPD basis set.

Output
Electronic energy (hartree): -3228.51123
Maximum force (Eh/bohr): 0.120
Lowest unoccupied orbital energy (eV): -3.89
Net charge: 0
Highest occupied orbital energy (eV): -5.31

Geometry as XYZ:
```
188
C46H122BeN2O17 (ωB97M-V with the def2-TZVPD basis set)
Be -1.294 -6.162 0.873
C -0.927 -11.255 -5.089
C -0.514 -9.892 -4.510
C 0.621 -9.385 -5.420
C 0.053 -8.876 -6.756
C -0.971 -7.758 -6.463
C -2.100 -8.122 -5.476
N -1.550 -8.828 -4.265
O -2.486 -9.121 -3.172
C -3.158 -8.963 -6.293
C -2.689 -6.778 -5.003
C 0.197 -10.244 -3.208
H -1.354 -11.156 -6.087
H -1.699 -11.688 -4.453
H -0.054 -11.906 -5.135
H 1.370 -10.170 -5.525
H 1.161 -8.540 -4.992
H -0.453 -9.722 -7.222
H 0.898 -8.577 -7.375
H -1.471 -7.587 -7.416
H -0.407 -6.888 -6.127
H -2.842 -9.948 -6.637
H -3.664 -8.426 -7.096
H -3.999 -9.203 -5.643
H -3.627 -6.813 -4.448
H -2.925 -6.123 -5.842
H -1.949 -6.302 -4.361
H 0.512 -9.343 -2.682
H 1.063 -10.892 -3.344
H -0.440 -10.767 -2.495
C -1.982 1.181 -2.229
C -0.566 1.464 -1.592
C -0.588 3.028 -1.527
C 0.585 3.585 -0.771
C 0.791 3.014 0.630
C 0.657 1.499 0.733
N -0.444 0.946 -0.182
O -0.725 -0.464 0.048
C 0.339 1.163 2.246
C 2.041 0.876 0.485
C 0.533 0.993 -2.565
H -2.094 0.111 -2.401
H -2.159 1.715 -3.163
H -2.842 1.489 -1.635
H -1.541 3.350 -1.107
H -0.597 3.429 -2.541
H 0.413 4.661 -0.741
H 1.527 3.538 -1.318
H 0.153 3.485 1.379
H 1.755 3.357 1.005
H 0.900 1.810 2.920
H 0.537 0.103 2.403
H -0.687 1.430 2.498
H 1.996 -0.213 0.508
H 2.764 1.136 1.259
H 2.688 1.232 -0.317
H 1.524 1.366 -2.307
H 0.244 1.332 -3.560
H 0.519 -0.095 -2.503
C 7.191 4.374 -6.981
C 7.449 4.131 -5.476
O 8.796 3.902 -5.292
H 7.417 3.484 -7.570
H 7.757 5.257 -7.276
H 6.197 4.708 -7.281
H 6.908 3.278 -5.067
H 7.142 5.037 -4.953
H 8.997 2.977 -5.132
C -6.526 6.734 -3.571
C -5.992 8.125 -3.027
O -5.949 9.065 -4.052
H -6.530 5.960 -2.803
H -5.902 6.369 -4.387
H -7.538 6.839 -3.961
H -5.046 7.964 -2.510
H -6.667 8.653 -2.354
H -5.587 9.845 -3.626
C -8.240 -6.129 2.209
C -7.495 -5.632 1.000
O -6.242 -5.120 1.474
H -8.215 -5.412 3.029
H -7.735 -7.002 2.622
H -9.259 -6.377 1.911
H -7.988 -4.803 0.492
H -7.480 -6.364 0.193
H -6.440 -4.218 1.738
C -1.959 7.865 -8.078
C -2.776 8.724 -9.094
O -4.126 8.594 -8.791
H -2.286 6.825 -8.052
H -2.019 8.331 -7.095
H -0.893 7.890 -8.303
H -2.558 8.449 -10.126
H -2.425 9.753 -9.026
H -4.264 9.007 -7.936
C -0.457 10.714 3.388
C -1.487 11.877 3.449
O -1.329 12.436 4.720
H 0.575 11.064 3.381
H -0.696 10.199 2.458
H -0.623 10.078 4.258
H -2.487 11.463 3.316
H -1.328 12.645 2.692
H -1.965 13.146 4.836
C 10.177 -0.188 0.852
C 9.610 -1.599 1.146
O 9.954 -2.543 0.163
H 9.470 0.220 0.130
H 11.181 -0.154 0.427
H 10.173 0.479 1.713
H 8.535 -1.458 1.258
H 9.937 -2.053 2.081
H 10.843 -2.821 0.396
C -9.449 -0.227 -6.004
C -10.156 -1.444 -5.350
O -10.535 -1.097 -4.048
H -8.649 0.138 -5.360
H -10.201 0.540 -6.189
H -9.010 -0.536 -6.953
H -9.456 -2.277 -5.296
H -11.103 -1.668 -5.841
H -10.850 -1.884 -3.597
C 5.765 -3.615 -6.634
C 6.467 -4.640 -7.593
O 7.847 -4.523 -7.418
H 6.053 -2.614 -6.955
H 5.915 -3.878 -5.587
H 4.705 -3.707 -6.873
H 6.192 -4.493 -8.637
H 5.984 -5.548 -7.232
H 8.196 -5.279 -7.895
O -1.408 -4.635 5.188
H -0.693 -4.387 5.774
H -2.185 -4.230 5.572
O 2.105 -5.095 -1.631
H 2.018 -4.146 -1.543
H 3.041 -5.261 -1.519
O -4.928 -2.045 7.166
H -5.536 -1.622 7.772
H -4.983 -1.521 6.366
C -8.877 0.498 2.909
C -7.548 0.934 2.300
C -7.157 2.393 2.546
O -6.477 0.141 2.792
H -9.119 -0.559 2.802
H -9.625 1.124 2.422
H -8.803 0.790 3.957
H -7.558 0.780 1.221
H -6.170 2.591 2.128
H -7.004 2.650 3.594
H -7.888 3.087 2.131
H -5.701 0.467 2.331
C 8.876 2.337 7.960
C 8.435 3.703 7.375
C 7.089 3.462 6.636
O 8.132 4.614 8.412
H 9.320 1.706 7.189
H 8.083 1.863 8.538
H 9.718 2.540 8.622
H 9.195 4.089 6.696
H 7.214 2.611 5.967
H 6.774 4.380 6.140
H 6.319 3.145 7.338
H 8.159 5.505 8.057
C 4.625 -2.848 9.805
C 4.067 -2.517 8.434
C 5.020 -2.767 7.282
O 2.953 -3.326 8.211
H 5.291 -2.025 10.064
H 5.237 -3.745 9.710
H 3.949 -2.944 10.654
H 3.780 -1.470 8.534
H 4.566 -2.633 6.300
H 5.283 -3.823 7.344
H 5.960 -2.215 7.301
H 2.301 -3.060 8.864
C 2.370 4.063 11.410
C 1.153 4.924 11.111
C 0.644 4.563 9.691
O 0.203 4.563 12.083
H 3.241 4.302 10.800
H 2.144 3.024 11.174
H 2.563 4.074 12.483
H 1.444 5.962 11.267
H -0.134 5.262 9.383
H 0.212 3.562 9.672
H 1.416 4.604 8.923
H 0.334 3.627 12.253
```

Mulliken atomic charge list, values in e, 4 entries: -0.011, -1.613, 1.278, -1.262